<1>
Molecular formula: CH5O2P
Method: DFT, wB97M-V/def2-TZVPD

Output
charge	0
HOMO-LUMO gap	8.9168	eV
HOMO energy	-9.235	eV
SMILES	COOP

Element x y z (Å)
C1 0.882 0.815 0.905
O1 0.909 0.574 -0.548
O2 0.348 -0.709 -0.749
P1 -1.563 -0.695 -1.481
H1 1.674 1.525 1.005
H2 0.935 -0.228 1.364
H3 -0.067 1.396 0.974
H4 -1.172 -1.976 -1.327
H5 -1.946 -0.702 -0.142

Charges computed using Löwdin, reported in e: C -0.07; O -0.30; O -0.47; P 0.88; H 0.07; H 0.11; H 0.08; H -0.15; H -0.15


<2>
Molecular formula: CH5O2P
Method: DFT, wB97M-V/def2-TZVPD

Output
charge	0
HOMO-LUMO gap	11.2791	eV
HOMO energy	-10.619	eV

Element x y z (Å)
C1 0.766 0.850 0.517
O1 -2.388 -1.136 -0.317
O2 -0.537 0.322 0.623
P1 -0.997 -0.762 -0.426
H1 0.845 1.945 0.605
H2 1.193 0.525 -0.471
H3 1.391 0.406 1.177
H4 -0.447 -0.062 -1.509
H5 0.174 -2.087 -0.199

Charges computed using Löwdin, reported in e: C -0.16; O -0.36; O -0.35; P 0.55; H 0.10; H 0.07; H 0.04; H 0.02; H 0.09


What is the most stable structure shown above? It is <2>.